C8H18OSi | wB97M-V/def2-TZVPD

Summary:
**LUMO level**: 0.8046 eV
**Energy above the lowest of the compared OMol25 structures with the same formula, charge and spin**: 63.4 kcal/mol
**HOMO-LUMO gap**: 9.95 eV
**SMILES string**: CC(C)[SiH](O)C(C)C.C#C
**Largest force on an atom**: 0.0770 Eh/bohr
**2S+1**: 1

Each line ends with the Löwdin charge.
Cartesian coordinates (Å):
1 Si 0.1946 -0.2458 0.1700  0.62
2 O 0.5383 1.0786 1.0274  -0.16
3 C -2.0857 -1.7896 -0.5396  -0.14
4 C -2.5174 0.3490 0.6471  -0.14
5 C 0.3623 -0.7045 -2.8175  -0.13
6 C -1.6439 -0.8575 0.5656  -0.49
7 C 2.1992 0.5883 -1.7964  -0.13
8 C 2.5750 1.7599 3.8870  0.00
9 C 0.7138 0.1968 -1.7146  -0.45
10 C 1.8106 1.8568 4.8027  0.00
11 H 3.2444 1.3507 3.2023  0.01
12 H -1.8388 -1.2610 -1.4398  0.04
13 H 0.7497 -1.6511 0.6044  0.01
14 H 0.3788 1.2117 -1.8304  0.09
15 H -1.5272 -2.7618 -0.5935  0.10
16 H -0.1525 -1.5367 -2.4264  0.03
17 H 1.2244 -1.1002 -3.2377  0.05
18 H 2.4072 1.1547 -2.6976  0.08
19 H -3.0879 -1.8907 -0.6088  0.03
20 H 2.7976 -0.2665 -1.8625  0.05
21 H -0.1913 -0.1257 -3.6080  0.11
22 H 1.3148 2.0595 5.6966  0.00
23 H 2.4795 1.1633 -0.9390  0.06
24 H -2.3515 1.1274 -0.0381  0.06
25 H -1.5669 -1.4669 1.4723  0.10
26 H -2.5103 0.7654 1.6435  0.07
27 H -3.5396 -0.0252 0.6016  0.08
28 H 0.0228 1.0213 1.8295  0.04